Record 1
# C14H62O24

A 17-piece molecular cluster, C14H62O24 overall at a distorted geometry (ωB97M-V/def2-TZVPD, OMol25).

Output
- Frontier orbital gap: 9.75 eV
- Energy relative to the best compared isomer or geometry (same formula, charge and spin): 122.6 kcal per mole
- E_LUMO: -0.319 eV
- HOMO: -10.06 eV

The geometry in XYZ format:
```
100
Properties=species:S:1:pos:R:3:forces:R:3:lowdin_charge:R:1
O 6.769 -21.664 17.272 -0.029 0.083 0.159 -0.050
H 6.860 -21.634 16.319 -0.015 0.129 -0.289 0.026
H 6.955 -22.574 17.502 0.030 -0.205 0.115 0.023
O 5.699 -20.691 12.655 0.003 -0.021 0.247 -0.051
H 5.822 -20.070 11.937 0.072 0.233 -0.174 0.024
H 5.577 -21.536 12.223 -0.044 -0.219 -0.087 0.026
O 7.654 -12.973 15.110 -0.242 -0.065 0.029 -0.052
H 8.270 -12.323 15.448 0.171 0.214 0.174 0.026
H 8.151 -13.454 14.449 0.111 -0.169 -0.161 0.025
O 11.198 -10.614 17.045 -0.255 -0.013 -0.013 -0.051
H 11.722 -9.925 16.637 0.134 0.269 -0.119 0.021
H 11.785 -11.370 17.084 0.115 -0.260 0.107 0.027
O 12.243 -15.066 18.507 -0.039 0.299 0.028 -0.051
H 12.394 -15.417 17.629 -0.062 -0.158 -0.306 0.018
H 12.653 -15.701 19.094 0.072 -0.183 0.216 0.028
O 16.501 -19.413 17.126 -0.239 0.075 -0.009 -0.053
H 17.156 -18.723 17.019 0.142 0.217 0.004 0.026
H 16.999 -20.228 17.063 0.063 -0.279 0.003 0.029
O 8.048 -16.995 17.188 -0.204 -0.167 -0.021 -0.050
H 8.982 -17.195 17.250 0.275 -0.087 0.042 0.022
H 8.016 -16.059 16.989 -0.043 0.288 -0.051 0.024
O 13.373 -24.042 16.461 0.255 0.020 0.050 -0.056
H 12.961 -24.634 15.831 -0.085 -0.141 -0.212 0.027
H 12.643 -23.686 16.967 -0.165 0.143 0.140 0.028
O 14.799 -14.339 9.180 -0.079 0.144 0.239 -0.055
H 14.704 -15.234 8.853 -0.066 -0.246 -0.061 0.030
H 15.528 -13.976 8.676 0.175 0.116 -0.155 0.028
O 14.092 -8.517 14.658 -0.061 0.066 0.253 -0.051
H 14.097 -8.051 13.822 -0.028 0.162 -0.187 0.030
H 14.282 -9.427 14.427 0.084 -0.303 -0.063 0.021
C 8.139 -18.283 8.032 -1.112 -1.387 -2.165 -0.241
C 7.409 -19.310 7.128 1.080 0.360 0.598 -0.266
O 6.258 -18.786 6.530 -0.132 0.323 -1.103 -0.060
O 7.205 -18.152 9.090 0.795 1.169 0.520 -0.060
H 8.297 -17.411 7.397 -0.507 0.595 0.328 0.116
H 9.168 -18.591 8.214 -0.204 -0.424 1.113 0.111
H 7.140 -20.163 7.752 0.231 -0.240 0.008 0.115
H 8.112 -19.601 6.347 -0.349 -0.238 -0.301 0.116
H 5.602 -18.426 7.133 0.348 -0.264 0.512 0.084
H 6.873 -17.256 8.994 -0.167 0.087 0.515 0.087
C 18.015 -11.621 13.391 -0.839 -0.009 1.235 -0.273
C 17.035 -12.750 13.770 0.116 1.986 0.282 -0.237
O 15.792 -12.424 13.191 -0.820 -0.717 -0.595 -0.076
O 18.572 -11.702 12.122 1.075 -0.735 -0.631 -0.047
H 18.706 -11.578 14.233 1.073 -0.141 -0.642 0.115
H 17.530 -10.646 13.439 -0.656 -0.117 0.421 0.117
H 16.836 -12.635 14.835 0.245 -0.265 0.172 0.115
H 17.408 -13.755 13.575 -0.017 0.003 -0.279 0.121
H 15.807 -12.681 12.266 -0.152 -0.084 -0.157 0.078
H 17.956 -11.379 11.460 -0.082 0.090 0.191 0.087
C 12.107 -23.606 9.501 -0.567 -0.758 -0.263 -0.207
C 12.487 -24.399 10.696 0.584 -0.462 1.370 -0.280
O 11.535 -24.231 11.737 0.089 0.249 0.065 -0.066
O 10.814 -24.168 9.069 0.851 1.437 0.128 -0.078
H 12.853 -23.615 8.707 -0.036 -0.343 -0.154 0.117
H 12.073 -22.572 9.845 -0.977 0.067 -0.324 0.124
H 13.441 -24.081 11.119 0.115 0.092 -0.110 0.123
H 12.559 -25.473 10.523 0.198 -0.181 -0.557 0.116
H 10.681 -24.361 11.320 -0.314 0.007 -0.026 0.072
H 11.003 -25.060 8.769 0.062 -0.106 -0.111 0.081
C 15.766 -18.131 22.333 -0.598 -0.765 1.253 -0.262
C 16.822 -19.271 22.370 -1.109 0.602 -0.471 -0.226
O 16.354 -20.617 22.551 -0.079 0.736 -0.320 -0.066
O 14.683 -18.305 21.452 0.359 -0.477 -0.832 -0.064
H 16.232 -17.163 22.146 0.348 -0.085 0.007 0.116
H 15.269 -18.101 23.302 0.377 0.301 0.554 0.109
H 17.496 -18.966 23.170 0.505 -0.196 -0.250 0.114
H 17.241 -19.279 21.364 0.679 -0.103 0.246 0.118
H 15.824 -20.701 23.347 -0.047 0.202 0.186 0.086
H 14.872 -19.143 21.024 -0.446 -0.198 -0.409 0.076
C 9.816 -23.602 22.249 -0.480 -0.504 0.738 -0.220
C 9.940 -22.097 21.928 -0.269 -1.305 -0.232 -0.224
O 8.627 -21.554 22.021 0.723 0.315 0.152 -0.062
O 9.914 -23.768 23.691 0.355 0.251 -0.459 -0.095
H 10.446 -24.355 21.776 0.753 0.601 -0.300 0.109
H 8.812 -23.967 22.032 -0.261 0.497 -0.639 0.110
H 10.331 -21.882 20.933 -0.267 -0.226 -0.093 0.116
H 10.662 -21.674 22.626 -0.152 0.211 0.279 0.114
H 8.350 -21.797 22.908 -0.372 0.177 0.190 0.079
H 9.831 -24.716 23.821 -0.024 -0.020 0.374 0.074
C 18.089 -19.525 11.474 0.808 0.133 -2.013 -0.235
C 19.391 -18.869 10.928 0.375 -0.393 1.383 -0.196
O 20.494 -19.833 10.730 -1.498 0.809 -0.247 -0.084
O 17.653 -20.349 10.409 -0.852 -0.914 0.011 -0.085
H 17.239 -18.849 11.562 0.451 0.516 0.359 0.118
H 18.216 -20.055 12.418 0.216 -0.138 0.097 0.111
H 19.725 -18.101 11.625 0.169 0.162 0.036 0.103
H 19.190 -18.399 9.965 0.064 -0.282 0.043 0.117
H 20.562 -20.391 11.508 -0.005 0.072 0.239 0.073
H 18.330 -20.984 10.162 0.266 0.036 0.093 0.078
C 12.212 -17.192 13.815 0.183 1.022 -1.371 -0.243
C 11.691 -18.464 14.455 0.437 0.659 0.284 -0.222
O 12.080 -18.482 15.838 -1.039 -0.062 -0.229 -0.067
O 11.677 -15.923 14.239 -0.300 -0.531 1.422 -0.079
H 11.989 -17.081 12.754 0.269 -1.330 -0.444 0.114
H 13.294 -17.213 13.938 0.243 0.166 0.057 0.110
H 12.134 -19.328 13.961 0.227 0.099 -0.347 0.116
H 10.622 -18.583 14.281 -0.140 0.191 0.856 0.123
H 13.030 -18.616 15.891 0.089 -0.076 -0.112 0.078
H 12.260 -15.231 13.921 0.072 -0.088 -0.033 0.076
```
Positions in Å, forces in eV/Å.

=====

Record 2
# C14H7ClO2

One molecule with the formula C14H7ClO2 at a distorted geometry (ωB97M-V/def2-TZVPD, OMol25).

Output
- Frontier orbital gap: 9.06 eV
- Energy relative to the best compared isomer or geometry (same formula, charge and spin): 7.8 kcal per mole
- SMILES: O=C1c2ccccc2C(=O)c2cc(Cl)ccc21
- E_LUMO: -0.582 eV
- HOMO: -9.64 eV

The geometry in XYZ format:
```
24
Properties=species:S:1:pos:R:3:forces:R:3:nbo_charge:R:1
O 0.026 1.396 -2.477 0.350 -0.128 0.652 -0.502
C 0.057 0.831 -1.405 -0.079 -0.082 -0.120 0.558
C -0.528 1.418 -0.134 0.536 -0.403 -1.041 -0.152
C -0.352 2.744 0.183 -0.265 -0.013 0.058 -0.162
C -0.888 3.175 1.388 0.599 1.173 -0.229 -0.197
C -1.553 2.323 2.232 -0.657 -0.466 0.913 -0.195
C -1.747 0.990 1.900 -0.023 0.067 0.016 -0.194
C -1.217 0.558 0.708 0.057 -1.216 -0.546 -0.052
C -1.321 -0.884 0.252 -0.281 -0.045 0.086 0.551
O -2.335 -1.543 0.361 0.817 0.266 0.204 -0.498
C -0.044 -1.410 -0.378 -0.853 0.254 0.477 -0.130
C 0.429 -2.674 -0.110 -0.197 -0.343 0.097 -0.191
C 1.620 -3.047 -0.698 0.086 -0.884 0.419 -0.011
Cl 2.269 -4.633 -0.331 -0.095 0.315 -0.126 0.005
C 2.316 -2.209 -1.530 0.905 0.326 -0.604 -0.221
C 1.835 -0.941 -1.800 -0.142 0.183 -0.152 -0.180
C 0.651 -0.552 -1.213 -0.429 1.062 -0.096 -0.056
H 0.189 3.400 -0.491 -0.114 -0.020 0.118 0.234
H -0.735 4.216 1.662 -0.134 -0.181 0.098 0.220
H -1.945 2.662 3.188 0.130 0.177 -0.205 0.221
H -2.259 0.284 2.546 -0.025 0.198 -0.047 0.234
H -0.101 -3.356 0.549 0.003 0.130 -0.120 0.247
H 3.265 -2.507 -1.966 -0.167 -0.160 0.132 0.236
H 2.367 -0.240 -2.438 -0.022 -0.211 0.017 0.237
```
Positions in Å, forces in eV/Å.

=====

Record 3
# C14H8Cl4N6O2Pt

C14H8Cl4N6O2Pt as an isolated structure at a distorted geometry (ωB97M-V/def2-TZVPD, OMol25).

Output
- Frontier orbital gap (alpha / beta): 6.19 / 6.19 eV
- Total charge: +2
- E_LUMO (alpha / beta): -9.055 / -9.054 eV
- HOMO (alpha / beta): -15.24 / -15.24 eV

The geometry in XYZ format:
```
35
Properties=species:S:1:pos:R:3:forces:R:3:nbo_charge:R:1
Pt 0.060 0.338 0.371 0.223 1.100 0.436 0.999
N 2.471 0.178 -1.869 -0.012 0.079 -0.070 -0.743
C 2.925 0.098 -0.621 0.042 0.039 0.042 0.628
N 4.229 0.083 -0.424 0.014 -0.046 -0.044 -0.535
C 4.660 -0.022 0.833 -0.059 0.025 0.008 0.616
N 5.958 -0.035 1.063 0.009 0.011 -0.010 -0.702
N 3.835 -0.133 1.923 0.046 -0.013 0.030 -0.486
C 2.577 -0.093 1.650 -0.013 -0.243 -0.028 0.455
N 2.033 0.037 0.413 -0.142 0.182 -0.127 -0.578
C 1.570 -0.267 2.712 -0.019 0.070 0.009 0.140
C 1.865 -0.479 4.038 0.020 -0.021 0.026 -0.163
C 0.816 -0.652 4.934 0.003 0.003 -0.026 -0.100
C -0.487 -0.616 4.467 -0.013 -0.003 0.006 -0.202
C -0.721 -0.400 3.120 0.016 -0.078 -0.013 0.062
N 0.296 -0.222 2.272 -0.207 -0.449 -0.162 -0.395
H 3.150 0.217 -2.613 0.001 0.003 0.010 0.444
H 1.500 0.108 -2.113 0.012 -0.054 0.036 0.407
H 6.604 0.033 0.293 -0.001 -0.004 0.005 0.435
H 6.303 -0.130 2.004 -0.005 0.008 0.002 0.431
H 2.901 -0.513 4.342 -0.002 0.022 0.005 0.275
H 1.017 -0.818 5.983 0.002 -0.008 0.000 0.261
H -1.328 -0.760 5.130 0.003 -0.003 0.002 0.264
H -1.717 -0.383 2.699 -0.003 0.025 0.006 0.243
Cl -4.048 5.818 -1.149 -0.006 -0.039 0.013 0.206
C -3.383 4.328 -0.723 0.002 0.148 -0.075 -0.029
C -4.290 3.295 -0.151 -0.164 -0.084 0.066 -0.005
Cl -5.906 3.695 0.042 0.033 0.012 -0.017 0.240
C -3.855 2.055 0.217 -0.042 -0.014 0.014 -0.137
Cl -4.876 0.860 0.871 0.012 -0.018 0.016 0.127
C -2.475 1.756 0.070 -0.004 -0.077 -0.200 0.448
O -1.978 0.669 0.404 0.070 -0.035 0.332 -0.557
C -1.532 2.793 -0.543 -0.067 0.139 0.070 0.474
O -0.366 2.468 -0.684 0.079 -0.710 -0.355 -0.496
C -2.067 4.090 -0.908 0.156 0.025 -0.011 -0.187
Cl -0.988 5.217 -1.571 0.018 0.007 0.007 0.161
```
Positions in Å, forces in eV/Å.

=====

no.,electronic energy (Ha)
1,-2376.09171
2,-1148.38409
3,-2976.89240